Density functional theory data (ωB97M-V/def2-TZVPD) for C32H29CrN7O4PS2Se as an isolated structure.

## Properties
net charge: +1
energy above the lowest of the compared OMol25 structures with the same formula, charge and spin: 15.5 kcal/mol
spin multiplicity: 5
<S²>: 6.077
DFT total energy: -6504.67764 a.u.
molar mass: 801.69 g/mol

Geometry as XYZ:
```
77
Properties=species:S:1:pos:R:3:forces:R:3:mulliken_charge:R:1
Cr -0.573304 -0.012243 -0.539172 -0.1524 -0.1032 -0.0999 0.780
O -1.068405 -3.721774 -1.634846 -0.0259 -0.0291 -0.0061 -0.644
S -0.556599 -2.662712 -0.839386 -0.0438 0.5450 0.0725 1.355
O -1.587349 -1.770228 -0.181753 -0.0160 -0.1482 0.0033 -0.707
O 0.285626 -1.638378 -1.532043 0.0791 -0.1056 -0.0436 -0.655
C 0.359677 -3.343025 0.501541 0.0238 -0.0512 0.0357 0.233
C 0.345462 -4.719212 0.654754 0.0842 -0.0147 0.1180 -0.634
C 0.976668 -5.281763 1.758118 -0.0441 0.0446 -0.0697 -0.752
C 1.591767 -4.466708 2.693130 0.0015 0.0119 -0.0144 -0.774
C 1.604598 -3.087818 2.523569 0.0504 -0.0091 0.0485 -0.326
C 1.000556 -2.504445 1.418987 -0.0091 -0.0408 -0.0966 -0.703
P 1.142241 -0.712459 1.101114 -0.1620 -0.0133 -0.1146 2.412
C 2.845368 -0.488573 0.553024 0.0543 -0.0455 0.1908 0.828
C 3.117497 -0.294204 -0.796690 -0.0117 -0.0309 -0.1418 -0.497
C 4.431110 -0.159444 -1.224343 -0.0195 -0.0079 0.0195 -0.697
C 5.470757 -0.233242 -0.311476 -0.0082 -0.0031 0.0191 -0.734
C 5.203927 -0.453938 1.035088 -0.0057 0.0083 -0.0371 -0.848
C 3.896470 -0.585045 1.468027 0.0512 0.0541 -0.0255 -0.339
C 0.939454 0.044195 2.729181 -0.0030 -0.0747 0.0024 0.357
C -0.116283 -0.408518 3.520771 -0.0270 -0.0130 0.0758 -0.773
C -0.395525 0.207198 4.729124 0.0185 0.0246 -0.0073 -0.832
C 0.372364 1.286501 5.150711 -0.0255 -0.0050 0.0168 -0.688
C 1.417419 1.744368 4.363330 0.0073 -0.0054 -0.0168 -0.878
C 1.702646 1.127670 3.152255 -0.0092 0.0414 0.0234 -0.326
H -0.156736 -5.335153 -0.075923 -0.0265 -0.0081 -0.0352 0.622
H 0.976929 -6.354739 1.886776 -0.0044 -0.0221 -0.0033 0.429
H 2.072431 -4.903335 3.557866 0.0049 0.0019 0.0149 0.446
H 2.089901 -2.464680 3.264783 0.0062 0.0020 -0.0227 0.374
H 2.320702 -0.273680 -1.529739 0.0583 -0.0127 0.0729 0.157
H 4.631850 0.000425 -2.274893 0.0178 0.0046 -0.0183 0.480
H 6.493260 -0.127456 -0.647129 0.0202 0.0081 -0.0063 0.419
H 6.014796 -0.522304 1.747066 0.0203 -0.0028 0.0083 0.458
H 3.702507 -0.750571 2.520274 -0.0306 -0.0011 0.0090 0.348
H -0.715506 -1.254076 3.200828 0.0044 0.0100 -0.0230 0.502
H -1.204084 -0.160489 5.346495 -0.0145 -0.0005 0.0151 0.485
H 0.158884 1.765310 6.096747 0.0009 0.0028 0.0205 0.433
H 2.018636 2.580909 4.691761 0.0135 0.0197 0.0086 0.485
H 2.509973 1.502539 2.536714 0.0247 -0.0277 -0.0108 0.518
Se 1.678794 1.503660 -4.497005 0.0108 0.0860 0.1507 0.105
N 2.484816 2.850244 -3.613611 -0.0272 -0.0387 -0.0304 -0.957
C 2.036588 2.828940 -2.370008 0.0176 0.0159 -0.1107 0.737
C 2.420775 3.697805 -1.330446 0.0127 -0.0208 -0.0361 -1.075
C 1.857198 3.505354 -0.068104 -0.0212 0.0338 0.0482 -1.070
C 0.960045 2.490773 0.160761 -0.0422 -0.0005 0.0456 -0.950
N 0.554453 1.623338 -0.815448 -0.0065 -0.1620 -0.2037 1.526
C 1.062788 1.782467 -2.075308 0.0585 0.0321 0.0949 -0.150
N 0.735475 0.970646 -3.044243 -0.0474 -0.0337 -0.0762 -0.138
H 3.142209 4.477901 -1.521974 0.0113 0.0276 -0.0062 0.455
H 2.117001 4.158662 0.753443 0.0204 0.0036 0.0142 0.500
H 0.520432 2.338297 1.137070 -0.0134 0.0160 -0.0039 0.892
C -5.100721 0.092241 0.969326 -0.0333 0.0429 -0.0191 -1.211
N -3.676778 0.076091 0.684731 0.0252 -0.0415 -0.0670 0.139
C -2.787555 0.893092 1.229813 0.0664 0.0102 0.2076 -0.071
N -3.176725 1.786367 2.158436 0.0197 -0.0723 -0.0219 -0.296
O -1.556600 0.891289 0.907570 -0.0858 0.0767 0.0350 0.145
H -5.618897 -0.390867 0.145734 -0.0037 -0.0378 0.0334 0.344
H -5.464678 1.118429 1.024440 0.0033 -0.0133 -0.0145 0.428
H -5.338179 -0.434807 1.894848 -0.0046 0.0043 0.0045 0.341
H -3.307472 -0.636982 0.069982 0.0113 0.0469 -0.0024 0.145
H -4.067122 1.719351 2.617576 -0.0127 0.0096 -0.0209 0.203
H -2.449474 2.318299 2.605703 -0.0055 -0.0115 0.0136 0.247
N -2.114189 2.927965 -1.024116 -0.0019 0.0364 0.0652 -0.128
C -2.234631 2.053605 -2.045648 0.0745 0.1028 0.0778 0.057
N -2.012524 0.759455 -1.964824 0.0385 -0.0920 -0.1077 1.147
C -2.336881 0.147073 -3.199578 0.0111 0.0001 0.1007 -0.619
C -2.347321 -1.212485 -3.476964 -0.0336 0.0152 -0.0854 -0.392
C -2.680966 -1.639507 -4.750309 0.0017 0.0357 -0.0054 -1.001
C -3.021862 -0.734038 -5.752785 0.0113 -0.0255 0.0413 -0.575
C -3.062081 0.620558 -5.479349 0.0072 -0.0249 0.0027 -0.523
C -2.724320 1.035923 -4.200650 -0.0194 -0.0157 -0.0721 1.007
S -2.750887 2.658699 -3.581497 -0.0041 -0.0037 0.0000 -0.313
H -1.535610 2.648090 -0.245873 0.0068 0.0459 -0.0493 -0.181
H -2.091472 3.908797 -1.249512 0.0035 -0.0045 -0.0306 0.321
H -2.129391 -1.946065 -2.725854 0.0626 -0.0562 0.0886 0.281
H -2.679486 -2.699859 -4.960953 -0.0020 -0.0181 -0.0122 0.479
H -3.272471 -1.090921 -6.741385 -0.0092 -0.0007 -0.0240 0.413
H -3.351962 1.333217 -6.238629 -0.0033 0.0281 -0.0069 0.420
```
Forces are in eV/Å.